Density functional theory data (ωB97M-V with the def2-TZVPD basis set) for 2 unconnected molecules or ions with the total composition C23H45BrOP in a non-equilibrium geometry.

The geometry in XYZ format:
```
71
C23H45BrOP ωB97M-V with the def2-TZVPD basis set
C -2.18 -0.87 2.94
C -2.07 0.08 2.06
P -0.64 1.14 1.82
C 0.96 0.28 1.72
C 1.08 -1.01 0.85
C -0.11 -1.44 -0.04
C -0.75 -2.69 0.60
C 0.47 -1.81 -1.43
C -0.40 -2.78 -2.26
C -1.87 -2.46 -2.38
C -2.43 -1.41 -2.98
C -1.99 0.02 -2.86
C -3.67 -1.65 -3.83
C -0.84 2.14 0.29
C -2.21 2.83 0.18
C 0.35 3.13 0.08
C 0.98 2.90 -1.31
C 2.20 1.99 -1.28
C -0.50 2.24 3.31
Br -0.44 1.20 4.95
C -1.54 3.37 3.38
C -2.98 2.92 3.61
H -1.38 -1.18 3.60
H -3.12 -1.38 3.03
H -2.92 0.28 1.42
H 1.70 1.00 1.37
H 1.26 0.05 2.74
H 1.30 -1.84 1.52
H 1.96 -0.91 0.23
H -0.86 -0.67 -0.24
H -1.76 -2.87 0.25
H -0.66 -2.68 1.68
H -0.16 -3.53 0.26
H 0.67 -0.88 -1.98
H 1.46 -2.27 -1.29
H 0.01 -2.78 -3.27
H -0.21 -3.78 -1.88
H -2.55 -3.20 -1.99
H -0.96 0.12 -2.53
H -2.14 0.60 -3.76
H -2.60 0.45 -2.06
H -3.64 -1.07 -4.74
H -3.75 -2.71 -4.02
H -4.56 -1.40 -3.23
H -0.79 1.44 -0.53
H -2.45 2.87 -0.88
H -2.18 3.86 0.52
H -3.02 2.27 0.65
H 1.10 3.07 0.87
H -0.09 4.12 0.03
H 0.24 2.55 -2.02
H 1.31 3.87 -1.68
H 3.02 2.46 -0.75
H 2.55 1.82 -2.30
H 1.99 1.00 -0.88
H 0.49 2.69 3.23
H -1.40 4.00 2.51
H -1.26 3.97 4.24
H -3.03 2.26 4.47
H -3.56 3.81 3.84
H -3.43 2.41 2.76
C 5.54 -3.18 0.44
C 4.65 -2.88 -0.74
O 3.58 -3.43 -0.89
C 5.15 -1.86 -1.73
H 5.06 -3.93 1.07
H 6.50 -3.57 0.10
H 5.70 -2.27 1.03
H 6.10 -2.19 -2.16
H 5.30 -0.89 -1.24
H 4.42 -1.74 -2.53
```

Computed properties:
* total charge: +1
* HOMO-LUMO gap: 7.76 eV
* E_tot: -105952.2019 eV

***

Density functional theory data (ωB97M-V with the def2-TZVPD basis set) for a molecular structure, C17H61AlBBrI2O16P in a non-equilibrium geometry.

The geometry in XYZ format:
```
100
C17H61AlBBrI2O16P ωB97M-V with the def2-TZVPD basis set
C -0.67 -1.79 -0.97
C -1.61 -1.03 -2.07
I -3.77 -1.55 -2.08
C -1.12 -0.02 -3.09
I -2.64 0.83 -4.42
Al 0.89 0.38 -3.09
C 1.42 2.23 -3.78
B 0.68 2.71 -5.17
O 0.80 2.07 -6.50
O -0.24 3.89 -5.05
P 2.06 -1.39 -4.11
O 1.62 -2.92 -3.34
Br 1.34 -1.43 -6.27
H 0.04 -1.03 -0.44
H -1.40 -2.19 -0.13
H -0.11 -2.75 -1.39
H 1.35 0.33 -1.54
H 2.59 2.17 -4.03
H 1.35 3.07 -2.93
H -0.12 1.69 -6.70
H -0.70 3.74 -4.15
H 0.62 -2.98 -3.44
C -0.97 -3.74 2.48
O -0.80 -2.40 2.04
H -0.15 -4.35 2.10
H -0.96 -3.76 3.58
H -1.92 -4.13 2.11
H -1.55 -1.89 2.40
C 5.56 0.34 -3.65
O 4.54 1.09 -3.01
H 5.11 -0.25 -4.45
H 6.31 1.01 -4.06
H 6.02 -0.34 -2.92
H 4.97 1.60 -2.30
C 7.99 2.95 -1.98
O 7.14 2.10 -1.23
H 7.48 3.25 -2.90
H 8.22 3.85 -1.39
H 8.91 2.42 -2.23
H 7.63 1.86 -0.42
C -7.93 0.61 -2.24
O -7.54 -0.58 -1.57
H -9.01 0.58 -2.42
H -7.70 1.47 -1.61
H -7.40 0.69 -3.19
H -6.59 -0.52 -1.42
C 2.86 -0.76 2.03
O 1.93 -1.47 2.82
H 3.71 -0.47 2.66
H 3.21 -1.40 1.22
H 2.38 0.14 1.62
H 1.19 -1.72 2.24
C -0.08 -6.03 5.82
O -1.38 -5.48 5.73
H 0.35 -6.09 4.82
H 0.55 -5.39 6.45
H -0.13 -7.03 6.26
H -1.74 -5.44 6.64
C -11.69 -0.15 -1.97
O -11.52 1.19 -2.41
H -10.87 -0.76 -2.35
H -11.68 -0.17 -0.87
H -12.64 -0.54 -2.34
H -12.26 1.70 -2.05
C 2.77 -4.31 9.07
O 1.50 -4.37 8.46
H 3.13 -5.32 9.25
H 3.47 -3.79 8.40
H 2.70 -3.78 10.02
H 1.20 -3.45 8.31
C -0.72 -0.36 5.43
O -1.99 -0.42 4.82
H -0.36 -1.38 5.61
H -0.02 0.15 4.77
H -0.79 0.17 6.38
H -2.28 0.49 4.67
C -1.87 6.70 -2.74
O -1.48 5.51 -2.08
H -2.95 6.67 -2.93
H -1.64 7.56 -2.11
H -1.34 6.78 -3.69
H -0.52 5.57 -1.92
C 0.55 -5.28 -6.43
O -0.30 -4.51 -5.60
H -0.05 -6.00 -6.98
H 1.07 -4.62 -7.13
H 1.28 -5.81 -5.81
H 0.26 -3.88 -5.12
C 1.63 7.42 -0.74
O 1.84 6.14 -1.31
H 1.00 8.01 -1.41
H 1.14 7.32 0.22
H 2.59 7.92 -0.62
H 2.40 5.64 -0.70
C 2.79 1.29 6.18
O 1.77 2.05 6.81
H 2.34 0.71 5.37
H 3.54 1.97 5.77
H 3.25 0.61 6.91
H 2.19 2.55 7.53
```

Computed properties:
* total charge: -1
* HOMO-LUMO gap: 6.13 eV
* E_tot: -154181.0641 eV

***

Density functional theory data (ωB97M-V with the def2-TZVPD basis set) for a molecular structure, C27H38BBrCs2F7KN3NaO12PS in a non-equilibrium geometry.

The geometry in XYZ format:
```
95
C27H38BBrCs2F7KN3NaO12PS ωB97M-V with the def2-TZVPD basis set
C -2.90 4.97 0.85
B -1.41 4.44 0.94
O -0.52 5.16 1.71
C -0.87 3.17 0.20
C 0.18 3.35 -0.66
C 0.67 2.28 -1.39
N 0.16 1.05 -1.29
C 0.75 0.01 -2.20
C 1.62 0.67 -3.30
C 2.98 0.96 -2.68
F 4.01 1.32 -3.41
C 3.29 0.95 -1.34
F 3.66 2.07 -0.66
F 3.34 -0.08 -0.54
C -0.86 0.81 -0.41
C -1.47 -0.55 -0.31
C -0.67 -1.59 0.44
O -0.49 -1.48 1.61
N -0.18 -2.69 -0.27
C -1.22 -3.35 -1.03
C 0.43 -3.65 0.65
C -1.38 1.87 0.35
C -2.50 1.74 1.34
C -2.16 2.04 2.81
C -2.03 0.90 3.82
C -0.65 0.48 4.26
C -0.58 -0.64 5.10
C 0.61 -1.12 5.60
C 1.80 -0.47 5.24
C 1.75 0.63 4.41
C 0.51 1.09 3.93
H -3.44 4.60 0.00
H -2.84 6.05 0.72
H -3.46 4.83 1.79
H -0.73 6.09 1.59
H 0.62 4.32 -0.81
H 1.49 2.50 -2.04
H 0.00 -0.57 -2.71
H 1.34 -0.68 -1.61
H 1.74 -0.02 -4.12
H 1.18 1.60 -3.63
H -2.40 -0.47 0.24
H -1.76 -0.86 -1.30
H -1.35 -2.78 -1.97
H -2.22 -3.36 -0.54
H -0.92 -4.37 -1.37
H 0.74 -4.51 0.07
H 1.31 -3.25 1.11
H -0.29 -4.01 1.40
H -3.04 0.80 1.28
H -3.22 2.50 1.07
H -1.29 2.69 2.83
H -3.00 2.64 3.15
H -2.64 0.06 3.50
H -2.51 1.29 4.72
H -1.48 -1.17 5.38
H 0.63 -1.99 6.23
H 2.78 -0.76 5.55
H 2.63 1.16 4.11
H 0.52 1.95 3.28
C 1.65 0.58 9.23
N 0.19 0.32 9.24
O -0.18 -0.77 8.85
O -0.52 1.21 9.64
H 2.14 -0.29 8.85
H 1.83 1.44 8.58
H 1.96 0.80 10.25
F 2.87 1.12 -5.36
Cs -2.46 -5.45 -1.49
C -1.00 -6.37 -7.91
F -0.13 -5.51 -7.38
F -1.01 -6.16 -9.23
F -0.52 -7.61 -7.71
S -2.68 -6.17 -7.18
O -3.02 -4.80 -7.49
O -2.45 -6.44 -5.77
O -3.46 -7.17 -7.87
Na -4.72 4.74 3.19
Br 2.47 -2.88 4.00
K 2.72 -1.94 8.26
O 3.01 -3.14 -0.93
P 3.53 -2.96 -2.35
O 3.42 -4.30 -3.08
O 4.99 -2.47 -2.31
O 2.61 -1.95 -3.06
Cs 7.01 -2.34 -1.55
C 0.05 4.14 -5.44
C -0.82 2.91 -5.60
O -0.45 2.17 -6.75
H -0.03 4.78 -6.33
H -0.24 4.73 -4.56
H 1.10 3.86 -5.35
H -1.87 3.19 -5.72
H -0.73 2.26 -4.71
H 0.48 1.89 -6.64
```

Computed properties:
* total charge: -1
* HOMO-LUMO gap: 1.25 eV
* E_tot: -189344.8646 eV